C63H146N8O11 | ωB97M-V/def2-TZVPD

## Properties
* relative energy (zero: lowest compared OMol25 entry of this formula, charge and spin): 0.0 kJ/mol
* gap between HOMO and LUMO: 8.66 eV
* HOMO energy: -8.32 eV

Element x y z (Å)
C  6.1431  18.4941  21.5286
C  7.4900  17.7868  21.6934
C  8.6907  18.7969  21.8208
C  7.5183  16.9196  22.9878
C  8.7568  16.0158  22.9954
C  8.7487  15.1542  21.6926
C  8.7785  15.9288  20.4418
C  10.1852  16.6272  20.3202
C  8.6263  14.8469  19.3017
N  7.5943  16.8453  20.5486
O  7.6314  17.5882  19.2988
H  6.3374  19.2096  20.7169
H  5.3412  17.8080  21.2265
H  5.9017  19.0699  22.4498
H  9.0973  19.1556  20.8840
H  8.3027  19.6401  22.3849
H  9.4811  18.3508  22.4466
H  7.4575  17.5165  23.9444
H  6.7391  16.1554  22.9692
H  9.6756  16.6601  22.9487
H  8.7313  15.4204  23.8421
H  7.8788  14.4708  21.7068
H  9.6136  14.5341  21.6438
H  10.0570  17.5665  19.7267
H  10.8265  15.9012  19.8156
H  10.7220  16.9182  21.2443
H  9.5423  14.2236  19.2872
H  8.4369  15.2687  18.3366
H  7.7501  14.2129  19.4995
H  6.7027  17.5539  19.0581
C  14.4106  19.2880  14.4910
C  15.0940  18.1571  13.6849
C  16.3739  17.7172  14.3502
C  14.0929  16.9971  13.5511
C  12.8992  17.4111  12.6553
C  13.4220  17.6689  11.2706
C  14.5626  18.8014  11.2342
C  15.2938  18.8311  9.9044
C  13.7283  20.1773  11.4171
N  15.5641  18.5598  12.2886
O  16.3608  19.8708  12.4495
H  13.3675  19.4177  14.2030
H  14.5286  19.0447  15.5668
H  14.8129  20.3131  14.2867
H  16.9363  17.0143  13.7512
H  17.0051  18.6454  14.4380
H  16.2217  17.2987  15.3181
H  14.6264  16.1472  13.1231
H  13.7902  16.6778  14.5249
H  12.1658  16.5428  12.6773
H  12.3620  18.3030  12.9715
H  12.7055  17.9011  10.5223
H  14.0145  16.8027  11.0179
H  15.8887  19.7160  9.8802
H  14.6148  18.8712  9.0517
H  15.9759  17.9672  9.7367
H  13.2687  20.2658  12.4435
H  12.8707  20.2220  10.7086
H  14.3828  21.0301  11.3160
H  17.2360  19.5924  12.2550
C  14.0591  15.0666  21.5109
C  14.3158  14.9804  23.0242
C  13.7116  16.2642  23.6655
C  13.5430  13.7672  23.6021
C  14.1795  12.3974  23.2559
C  15.6890  12.3548  23.6875
C  16.4959  13.5609  23.1815
C  17.8100  13.6433  23.9646
C  16.8470  13.1672  21.6760
N  15.7313  14.7907  23.4314
O  16.5540  15.9115  22.9668
H  14.3541  16.0075  21.0754
H  14.6524  14.3720  20.9597
H  12.9685  14.9353  21.2873
H  12.6452  16.4011  23.5240
H  13.8532  16.3654  24.7407
H  14.1830  17.1364  23.1994
H  13.4455  14.0321  24.6702
H  12.5444  13.8770  23.2381
H  13.5966  11.5593  23.6615
H  14.1802  12.2691  22.1800
H  16.1017  11.4458  23.2516
H  15.7491  12.3295  24.7829
H  17.6844  13.9884  25.0024
H  18.5684  14.3251  23.4987
H  18.3684  12.7124  24.0163
H  17.3606  13.9640  21.1051
H  16.0035  12.9287  21.1097
H  17.5154  12.2845  21.6995
H  16.4563  15.8766  22.0140
C  14.9938  21.8283  17.1864
C  15.6312  21.1644  18.4646
C  16.8692  20.3254  18.0138
C  15.9959  22.2625  19.4659
C  16.2779  21.7514  20.8533
C  15.0188  21.0730  21.3597
C  14.5913  19.9228  20.4765
C  15.5623  18.7012  20.6192
C  13.1559  19.4461  20.9137
N  14.4850  20.4274  19.1106
O  14.2047  19.3136  18.1882
H  14.0570  21.3652  16.9795
H  14.8837  22.8894  17.2773
H  15.7477  21.6697  16.3774
H  16.5088  19.5298  17.3319
H  17.5841  20.9114  17.4721
H  17.5085  19.8977  18.7955
H  16.8250  22.7574  18.9737
H  15.1900  22.9699  19.3971
H  17.1814  21.1304  20.7441
H  16.5321  22.6131  21.3480
H  14.2250  21.7891  21.4747
H  15.1458  20.6817  22.3862
H  15.3796  18.2782  21.5869
H  16.5912  19.0082  20.4442
H  15.4107  17.8422  19.9796
H  12.6718  18.6121  20.3507
H  12.4888  20.2997  20.7863
H  13.2307  19.0866  21.9188
H  13.2658  19.5742  17.8793
C  13.7236  11.5071  19.5352
C  12.8223  10.9245  18.4552
C  13.2953  11.4056  17.1011
C  12.9406  9.4268  18.4625
C  12.3389  8.6368  19.6294
C  10.9334  9.0461  19.7383
C  10.6162  10.5314  19.7089
C  9.0990  10.6609  19.4958
C  10.9502  11.2677  21.0025
N  11.2850  11.1744  18.5454
O  11.1717  12.5910  18.5582
H  14.7437  11.4456  19.0835
H  13.5479  12.5228  19.8085
H  13.7340  10.8594  20.4329
H  14.1639  10.9161  16.6929
H  12.5029  11.2577  16.3854
H  13.4744  12.5298  17.1354
H  12.4802  9.1402  17.5650
H  13.9880  9.1830  18.3339
H  12.3827  7.5555  19.4232
H  12.8898  8.7198  20.5906
H  10.3516  8.7066  20.6090
H  10.4312  8.6373  18.8354
H  8.9125  10.0067  18.6349
H  8.7827  11.7024  19.2636
H  8.4122  10.2108  20.2227
H  10.6717  12.2776  20.8757
H  12.0044  11.3403  21.2708
H  10.3194  10.9115  21.8479
H  10.6725  12.7846  17.7748
C  9.3747  11.0479  15.3673
O  9.1683  12.4184  15.7699
C  8.7888  13.1378  14.6293
C  8.2265  14.4757  14.9104
C  7.0337  14.3853  15.8647
N  7.9043  14.9903  13.5680
H  10.2705  11.0344  14.7184
H  8.5347  10.6160  14.8159
H  9.4863  10.4518  16.2857
H  9.6382  13.2912  13.9418
H  8.1432  12.4406  14.1250
H  9.0076  15.0902  15.4313
H  6.6532  15.3695  16.2350
H  7.3182  13.7805  16.7078
H  6.1717  13.9378  15.3559
H  8.7250  15.3177  13.0314
H  7.3165  15.8131  13.6534
C  12.9457  12.8911  13.6488
O  12.0805  13.4925  12.7395
C  12.5517  13.6951  11.4502
C  11.4832  14.3752  10.6041
C  10.1467  13.6415  10.5227
N  12.0616  14.6207  9.2494
H  13.8410  13.5682  13.8449
H  13.3669  11.9122  13.3065
H  12.3384  12.7811  14.5331
H  13.4451  14.3099  11.4910
H  12.8852  12.7587  10.9793
H  11.3896  15.4166  11.0340
H  9.4392  14.1873  9.8992
H  9.6636  13.4126  11.4887
H  10.3693  12.7017  10.0155
H  11.3218  15.0151  8.7069
H  12.2673  13.7109  8.8202
C  8.8774  22.4181  19.7167
O  10.1144  22.0383  19.1754
C  9.8877  22.0519  17.7585
C  11.1991  21.6218  17.0226
C  11.1084  21.4455  15.5131
N  11.6238  20.3709  17.7107
H  8.0002  22.0325  19.1400
H  8.6844  23.5007  19.7698
H  8.7227  21.9702  20.7137
H  9.1220  21.2958  17.5406
H  9.5610  22.9923  17.3303
H  11.9543  22.3443  17.3202
H  10.8006  22.3023  14.9443
H  10.4607  20.6119  15.2718
H  12.0941  21.2146  15.0805
H  11.3798  20.3206  18.6735
H  11.1407  19.5481  17.3082
C  17.4877  15.8440  17.4787
C  16.6747  14.5323  17.6399
O  16.0557  14.4543  18.9155
H  16.8981  16.7530  17.3244
H  18.2155  15.7926  16.6808
H  18.0077  16.0446  18.4649
H  17.3866  13.6797  17.5910
H  15.9611  14.3803  16.8395
H  15.3892  15.1740  18.8674
C  10.3703  17.6644  14.8458
C  9.1815  17.9704  15.8646
O  9.5862  17.7903  17.1470
H  10.0511  17.7909  13.7886
H  10.8002  16.6716  14.9883
H  11.1951  18.3622  15.0211
H  8.4113  17.1727  15.6241
H  8.7362  18.9056  15.4802
H  8.9033  17.9069  17.8245
C  12.6429  15.1660  17.0820
C  12.9845  16.6360  17.3235
O  14.2207  16.6684  17.9805
H  11.6475  15.0417  16.6541
H  12.7099  14.6634  18.0245
H  13.3852  14.6484  16.4568
H  12.1421  17.1166  17.9315
H  13.0443  17.2344  16.3755
H  14.3105  17.6280  18.2157

Atomic partial charges in e from the Löwdin method, atoms 1 to 99:
1 C -0.038
2 C -0.491
3 C -0.016
4 C -0.130
5 C -0.159
6 C -0.160
7 C -0.474
8 C -0.011
9 C -0.005
10 N -0.044
11 O -0.062
12 H 0.074
13 H 0.090
14 H 0.097
15 H 0.066
16 H 0.078
17 H 0.065
18 H 0.141
19 H 0.116
20 H 0.089
21 H 0.085
22 H 0.131
23 H 0.102
24 H 0.069
25 H 0.073
26 H 0.070
27 H 0.072
28 H 0.049
29 H 0.088
30 H 0.103
31 C -0.031
32 C -0.485
33 C -0.036
34 C -0.108
35 C -0.187
36 C -0.132
37 C -0.470
38 C -0.048
39 C -0.018
40 N -0.009
41 O -0.043
42 H 0.032
43 H 0.081
44 H 0.094
45 H 0.085
46 H 0.102
47 H 0.050
48 H 0.116
49 H 0.090
50 H 0.108
51 H 0.077
52 H 0.104
53 H 0.102
54 H 0.061
55 H 0.084
56 H 0.097
57 H 0.062
58 H 0.086
59 H 0.062
60 H 0.066
61 C -0.015
62 C -0.482
63 C -0.025
64 C -0.126
65 C -0.140
66 C -0.128
67 C -0.496
68 C -0.054
69 C -0.024
70 N -0.048
71 O -0.021
72 H 0.057
73 H 0.035
74 H 0.104
75 H 0.071
76 H 0.085
77 H 0.056
78 H 0.121
79 H 0.092
80 H 0.111
81 H 0.064
82 H 0.111
83 H 0.118
84 H 0.089
85 H 0.090
86 H 0.075
87 H 0.079
88 H 0.017
89 H 0.094
90 H 0.064
91 C -0.006
92 C -0.452
93 C -0.023
94 C -0.159
95 C -0.158
96 C -0.127
97 C -0.482
98 C 0.001
99 C -0.010